DFT (the ωB97M-V functional and the def2-TZVPD basis) results for 2 unconnected molecules or ions with the total composition C2H6N2O at a distorted geometry.

Geometry (Å):
N (0.13851, -1.07143, -1.56215)
C (1.17368, -1.78389, -1.14048)
O (1.31475, -2.31462, 0.01444)
H (-0.55003, -0.72834, -0.89099)
H (0.17249, -0.59145, -2.45217)
H (1.74240, -1.99709, -2.08882)
C (-0.90905, 1.91187, 1.32580)
N (-0.68690, 0.74610, 1.81727)
H (-1.14174, 2.10676, 0.33232)
H (-0.65438, 2.89136, 1.86558)
H (-0.59972, 0.83074, 2.77920)

Cartesian forces, eV/Å:
-1.6473 1.5452 0.6061
0.6775 -3.0459 2.4985
-0.2018 2.1987 -4.3115
0.3427 -0.2128 -0.1352
0.0908 -0.2923 0.2333
0.7706 -0.2157 1.2057
2.0012 0.2747 2.8212
-1.7231 1.3144 -3.1426
-0.4320 -0.2978 -2.0038
-0.8117 -1.3015 -0.1642
0.9332 0.0331 2.3925

Results
SMILES string ... NC=O.C=N
Gap between HOMO and LUMO ... 10.513 eV
Lowest unoccupied orbital energy ... 0.805 eV
Highest occupied orbital energy ... -9.71 eV
M ... 74.1 g mol⁻¹
Energy relative to the best compared isomer or geometry (same formula, charge and spin) ... 209.7 kJ/mol